[1]
Computed, not measured: a single C10H20F3NOSi molecule, with ωB97M-V with the def2-TZVPD basis set.

```
36
Properties=species:S:1:pos:R:3:forces:R:3
C -2.37977 1.25020 1.51543 0.09 0.05 0.09
C -3.35219 0.20863 0.95699 -0.09 -0.03 -0.18
C -2.87240 -1.24555 1.05053 0.15 0.01 0.19
C -1.79006 -1.64278 0.03512 -0.03 -0.05 -0.15
C -0.35970 -1.39033 0.50315 0.15 0.11 0.16
C 0.69982 -1.86244 -0.49477 -0.02 -0.07 -0.14
C 2.09555 -1.25140 -0.28542 -0.06 -0.21 0.07
Si 2.23578 0.59563 -0.46660 0.10 0.00 0.06
N 3.81525 1.06016 -0.99220 -0.35 0.34 -0.13
C 0.83503 1.31675 -1.50966 -0.18 0.09 0.15
C 0.74999 0.60805 -2.82400 -0.10 0.59 -0.14
O 1.73435 0.25457 -3.42374 0.20 -0.28 -0.08
C 2.06910 1.48395 1.25779 -0.03 -0.03 -0.19
F 1.35451 0.80150 2.17165 -0.21 -0.26 0.20
F 3.26692 1.71856 1.82483 0.38 0.07 0.12
F 1.46448 2.69263 1.14962 -0.10 0.24 -0.11
H -1.90063 0.89691 2.43688 -0.11 0.05 -0.11
H -2.89522 2.18719 1.75004 0.07 -0.11 -0.08
H -1.57683 1.49323 0.81204 -0.08 -0.06 0.07
H -3.56205 0.43840 -0.09862 -0.05 -0.02 0.18
H -4.31375 0.29291 1.47793 0.17 -0.01 0.00
H -3.73459 -1.91313 0.94727 0.08 0.11 -0.08
H -2.47721 -1.41450 2.06451 -0.13 -0.04 -0.14
H -1.89194 -2.70768 -0.21638 0.02 0.15 0.04
H -1.95696 -1.09215 -0.90507 0.00 -0.12 0.11
H -0.22510 -0.32290 0.71521 -0.07 -0.13 -0.04
H -0.19474 -1.89834 1.46386 -0.02 0.10 -0.10
H 0.77092 -2.95649 -0.43634 -0.01 0.14 -0.08
H 0.36367 -1.64743 -1.52048 0.01 0.00 0.15
H 2.48332 -1.52609 0.70666 -0.02 0.06 -0.14
H 2.80443 -1.66850 -1.01344 -0.09 0.01 0.11
H 4.11370 1.96520 -0.64190 0.14 -0.16 0.00
H 3.89786 1.06979 -2.00483 0.14 -0.13 0.09
H -0.13188 1.34726 -0.99758 0.08 -0.06 -0.06
H 1.10969 2.36288 -1.72064 -0.05 -0.18 0.02
H -0.24935 0.49532 -3.28783 0.00 -0.17 0.11
```
Forces are in eV/Å.

The value obtained for the orbital gap is 10.70 eV. The value obtained for the total energy is -1112.180241 Ha. Its maximum force is 0.61 eV/Å. As for the net charge: 0.


[2]
Computed, not measured: a molecular structure, C50H30ClCrN8O4P, with ωB97M-V with the def2-TZVPD basis set.

```
95
Properties=species:S:1:pos:R:3:forces:R:3
Cr -0.21137 -0.44001 0.51923 0.43 -0.41 -0.18
C -3.42949 5.14572 -1.36949 0.07 -0.05 0.05
C -4.40229 4.26410 -1.92455 -0.03 -0.01 -0.01
C -4.30418 2.90739 -1.77434 0.02 0.04 0.05
C -3.20869 2.37767 -1.04803 -0.01 0.00 0.04
C -2.76838 1.08100 -0.74543 -0.06 -0.09 -0.06
N -2.38665 -1.29669 -1.11201 -0.13 0.01 0.09
C -2.50873 -1.98179 0.11654 0.13 0.12 -0.11
C -3.50175 -2.80767 0.62898 0.00 -0.07 0.01
C -4.66205 -3.41867 0.09809 -0.04 -0.03 0.08
C -5.42510 -4.20234 0.92147 0.03 0.06 -0.06
C -5.06408 -4.41119 2.28672 0.05 0.02 0.04
C -3.95000 -3.82434 2.82656 -0.07 -0.04 -0.03
C -3.15147 -2.99320 2.01265 0.01 -0.04 0.03
C -1.97452 -2.26518 2.24236 -0.14 0.04 -0.11
N -1.21358 -2.27318 3.37955 -0.05 -0.08 -0.06
C -0.08251 -1.67978 3.42734 -0.08 0.10 -0.04
N 0.53907 -0.81801 2.50263 0.13 0.05 0.12
C 1.84412 -0.65862 2.92072 -0.11 0.06 -0.07
N 2.83977 -0.00797 2.42955 0.04 -0.16 -0.11
C 2.76300 0.88939 1.35884 0.04 0.04 0.00
N 1.45688 1.09335 0.53958 -0.17 0.05 -0.08
C 0.95069 2.41994 0.93049 0.08 -0.01 -0.12
N -0.15647 2.97592 0.69472 -0.11 -0.04 0.01
C -1.26605 2.45743 0.09417 -0.16 0.04 0.16
N -1.60273 1.13583 -0.03630 0.28 0.02 -0.02
C -2.25390 3.26557 -0.48009 0.13 0.03 -0.12
C -2.36370 4.66035 -0.66001 -0.13 0.08 0.01
C 2.00554 3.12356 1.66177 0.12 -0.02 0.00
C 2.03265 4.43737 2.11491 -0.02 0.08 0.01
C 3.16120 4.87673 2.78852 -0.07 0.02 -0.03
C 4.23430 4.01376 3.02018 0.01 -0.08 -0.03
C 4.18661 2.69735 2.58103 0.10 0.02 0.07
C 3.06153 2.27278 1.89741 -0.14 -0.03 -0.03
C 2.04816 -1.37844 4.20268 -0.04 0.00 -0.02
C 3.16488 -1.50561 5.00672 0.04 0.00 0.04
C 3.03786 -2.24417 6.17778 -0.02 0.04 -0.06
C 1.81825 -2.83770 6.51478 0.00 0.00 -0.02
C 0.70607 -2.70796 5.69320 -0.05 -0.01 0.05
C 0.84158 -1.95717 4.53735 0.13 0.05 -0.01
N -1.63211 -1.65552 1.07156 -0.05 -0.03 0.30
H -3.53550 6.21397 -1.52454 -0.01 -0.01 0.01
H -5.23028 4.68383 -2.48594 0.01 -0.01 0.01
H -5.04479 2.25095 -2.21310 0.01 -0.01 -0.02
H -4.93138 -3.26984 -0.94261 0.00 -0.01 0.02
H -6.31786 -4.68047 0.53295 0.00 -0.01 0.01
H -5.68516 -5.05419 2.90141 0.00 0.01 -0.01
H -3.67458 -3.98716 3.86274 -0.01 0.00 -0.03
H -1.61201 5.32256 -0.24405 -0.02 -0.03 -0.02
H 1.18202 5.08432 1.93782 0.02 -0.02 0.00
H 3.21022 5.89933 3.14455 0.00 -0.01 0.00
H 5.10538 4.37000 3.55729 -0.01 0.01 0.00
H 4.99941 2.00957 2.78413 -0.03 0.00 -0.01
H 4.10131 -1.04351 4.71823 -0.02 -0.01 0.00
H 3.89170 -2.36945 6.83377 0.00 0.00 0.00
H 1.74754 -3.41820 7.42807 -0.01 0.01 0.00
H -0.23896 -3.18060 5.93053 0.01 0.01 -0.02
C 2.23827 0.30704 -7.06313 -0.01 0.02 0.03
C 1.60759 -0.75773 -6.42992 0.01 0.01 -0.01
C 1.05450 -0.59356 -5.16804 0.01 -0.04 0.00
C 1.11798 0.63758 -4.51597 0.01 0.08 -0.02
C 1.73798 1.70268 -5.16961 0.01 -0.10 -0.03
C 2.30486 1.53997 -6.42902 -0.03 -0.02 0.03
P 0.46623 0.96543 -2.81429 0.01 -0.11 -0.15
C 1.84104 0.25307 -1.83743 -0.11 0.26 0.19
C 2.33484 1.13385 -0.72708 0.08 -0.11 0.10
C 3.57656 0.65129 0.05263 -0.27 -0.09 0.05
C 4.02692 -0.73927 -0.23369 0.08 0.09 0.17
C 3.50274 -1.45466 -1.21740 -0.18 -0.15 -0.13
C 2.39691 -0.94056 -2.03403 0.10 -0.12 0.01
C -0.91367 -0.21950 -2.65113 0.01 0.01 0.30
C -1.83388 -0.14740 -3.72781 -0.11 0.01 0.03
C -3.24333 -0.25670 -3.68449 0.04 0.02 0.02
C -4.01463 -0.24713 -2.56596 0.04 0.00 0.00
C -3.41695 -0.22065 -1.19352 0.18 -0.01 -0.02
C -1.10779 -0.84343 -1.41857 0.15 0.11 -0.18
H 2.66924 0.17622 -8.04909 0.00 0.00 0.01
H 1.54752 -1.71986 -6.92578 -0.01 0.00 0.03
H 0.55791 -1.42535 -4.67965 -0.01 0.03 -0.02
H 1.76973 2.66859 -4.67694 0.00 0.00 -0.02
H 2.78706 2.37774 -6.91996 -0.01 0.00 0.01
H 2.41744 2.16914 -1.06006 -0.02 0.05 -0.01
H 4.42979 1.32918 0.00321 0.03 0.05 -0.04
H 4.79932 -1.15088 0.40618 -0.04 -0.01 0.00
H 3.82103 -2.47439 -1.38509 0.00 -0.03 -0.02
H 1.99976 -1.59243 -2.80428 0.05 0.00 0.01
H -1.41839 0.09717 -4.70072 -0.05 0.00 -0.02
H -3.75551 -0.28916 -4.64352 0.03 0.00 0.00
H -5.08867 -0.37488 -2.64861 0.01 0.08 -0.01
H -4.19066 -0.48455 -0.47272 -0.08 -0.05 -0.01
O 0.15738 -4.15665 1.11136 0.08 -0.01 -0.06
Cl 1.36393 -3.55145 0.64129 0.08 0.05 -0.04
O 1.94602 -4.32310 -0.43286 -0.08 0.16 0.21
O 2.31013 -3.38859 1.71193 -0.01 -0.08 -0.06
O 1.06134 -2.21815 0.08466 -0.13 0.23 -0.13
```
Forces are in eV/Å.

The value obtained for the orbital gap (alpha / beta) is 5.16 / 5.16 eV. Its multiplicity is 5. The value obtained for the total energy is -4508.216035 Ha. Its maximum force is 0.62 eV/Å. As for the net charge: -2. Its expectation value of S² is 6.122.


The highest maximum force belongs to which entry? C50H30ClCrN8O4P